No. 1
108
Properties=species:S:1:pos:R:3:mulliken_charge:R:1 method="wB97M-V/def2-TZVPD" e_tot_ev=-84156.473 homo_energy_ev=-10.73 smiles="COC(=O)OC.COC(=O)OC.COC(=O)OC.COC(=O)OC.COC(=O)OC.COC(=O)OC.COC(=O)OC.COC(=O)OC.COC(=O)OC" e_above_lowest_kj_mol=94.0
C 2.000 -4.294 -1.375 -0.18
O 1.551 -4.658 -2.677 -0.36
C 2.266 -4.223 -3.692 0.87
O 3.259 -3.541 -3.618 -0.60
O 1.682 -4.584 -4.826 -0.36
C 2.320 -4.226 -6.038 -0.63
H 1.932 -3.203 -1.354 -0.21
H 3.035 -4.558 -1.165 0.32
H 1.367 -4.677 -0.583 0.38
H 3.353 -4.578 -6.080 0.31
H 2.249 -3.161 -6.239 0.25
H 1.834 -4.831 -6.802 0.25
C -0.037 0.173 -5.838 -0.55
O 0.039 -0.415 -7.112 -0.23
C -0.083 0.384 -8.156 0.72
O -0.217 1.570 -8.119 -0.54
O 0.026 -0.353 -9.260 -0.32
C 0.097 0.390 -10.481 -0.67
H 0.366 -0.505 -5.091 -0.04
H -1.050 0.483 -5.578 0.34
H 0.589 1.068 -5.762 0.35
H 0.499 -0.319 -11.200 0.24
H 0.888 1.131 -10.340 0.33
H -0.837 0.853 -10.783 0.28
C -0.296 6.076 3.088 -0.61
O -0.736 6.097 1.745 -0.38
C -0.576 4.976 1.062 0.93
O 0.011 4.007 1.456 -0.55
O -1.169 5.137 -0.115 -0.37
C -0.901 4.157 -1.103 -0.35
H -0.917 5.445 3.728 0.23
H -0.359 7.062 3.540 0.25
H 0.724 5.700 3.150 0.30
H -1.736 4.086 -1.793 0.30
H -0.828 3.182 -0.614 -0.06
H 0.033 4.318 -1.640 0.35
C -2.247 1.181 3.864 -0.05
O -2.345 1.108 5.281 -0.38
C -3.244 1.866 5.855 0.74
O -3.969 2.672 5.327 -0.59
O -3.208 1.636 7.172 -0.34
C -3.968 2.522 7.999 -0.65
H -2.104 2.200 3.495 0.26
H -3.190 0.829 3.449 0.06
H -1.381 0.629 3.523 0.13
H -5.002 2.500 7.647 0.31
H -3.627 3.551 7.892 0.29
H -3.885 2.093 8.990 0.22
C -2.412 -4.047 6.056 -0.67
O -2.441 -2.932 5.172 -0.26
C -3.099 -3.101 4.021 0.63
O -3.706 -4.099 3.707 -0.57
O -3.013 -1.986 3.332 -0.05
C -3.779 -1.812 2.144 -0.51
H -1.957 -4.939 5.628 0.26
H -3.415 -4.239 6.428 0.30
H -1.771 -3.746 6.882 0.24
H -3.601 -2.552 1.366 0.43
H -3.593 -0.799 1.807 -0.15
H -4.836 -1.906 2.406 0.42
C 6.008 1.747 -3.607 -0.76
O 6.019 1.750 -2.177 -0.22
C 6.839 2.565 -1.521 0.74
O 7.683 3.241 -2.054 -0.58
O 6.614 2.465 -0.244 -0.27
C 7.517 3.040 0.688 -0.65
H 7.069 1.732 -3.871 0.39
H 5.530 2.625 -4.030 0.32
H 5.586 0.788 -3.888 0.21
H 8.495 2.568 0.574 0.31
H 7.150 2.827 1.685 0.20
H 7.610 4.106 0.481 0.30
C -4.409 3.712 1.459 -0.30
O -5.380 3.014 0.680 -0.37
C -5.220 1.742 0.409 0.73
O -4.250 1.071 0.676 -0.46
O -6.346 1.290 -0.151 -0.36
C -6.382 -0.103 -0.476 -0.57
H -4.278 3.265 2.445 0.17
H -4.884 4.679 1.631 0.26
H -3.496 3.880 0.891 0.09
H -5.594 -0.435 -1.146 0.28
H -7.352 -0.229 -0.949 0.25
H -6.387 -0.697 0.437 0.23
C 1.886 -6.007 4.227 -0.52
O 2.677 -4.878 3.864 -0.36
C 2.445 -4.308 2.696 0.78
O 1.696 -4.692 1.835 -0.54
O 3.097 -3.159 2.663 -0.35
C 2.950 -2.313 1.546 -0.28
H 2.387 -6.399 5.108 0.24
H 1.867 -6.836 3.520 0.31
H 0.865 -5.687 4.418 0.15
H 1.940 -1.896 1.537 0.15
H 3.156 -2.802 0.594 0.09
H 3.631 -1.474 1.664 0.29
C -0.880 0.159 0.761 -0.66
O 0.440 0.025 0.278 -0.30
C 0.704 0.179 -1.015 0.79
O -0.109 0.473 -1.859 -0.65
O 1.962 -0.161 -1.225 -0.31
C 2.411 -0.493 -2.530 0.04
H -0.937 1.153 1.218 0.15
H -1.024 -0.564 1.563 0.30
H -1.671 0.105 0.015 0.41
H 3.267 0.147 -2.739 0.23
H 1.714 -0.495 -3.362 -0.24
H 2.798 -1.514 -2.499 0.26

***

No. 2
20
Properties=species:S:1:pos:R:3:mulliken_charge:R:1 method="wB97M-V/def2-TZVPD" e_tot_ev=-20899.825 charge=+1 homo_energy_ev=-12.67 e_above_lowest_kj_mol=334.6
C -0.143 0.412 -2.816 -1.18
Pb -0.496 -1.024 -1.410 0.72
N -1.114 -2.363 1.233 -0.62
H 1.121 -1.885 -1.208 0.05
H -0.257 -2.317 1.771 0.25
H -1.880 -1.415 -2.590 0.02
H 0.119 -0.243 -3.633 0.43
H 0.657 0.961 -2.483 0.32
H -1.043 1.039 -2.935 0.34
H -1.819 -1.836 1.758 0.25
H -1.385 -3.231 1.079 0.25
C 1.957 1.499 0.690 -0.88
S 0.875 0.191 1.413 -0.04
C -0.544 1.112 1.774 -0.77
H 2.587 1.041 -0.076 0.33
H 2.583 1.870 1.524 0.33
H 1.336 2.304 0.269 0.29
H -0.771 0.936 2.818 0.31
H -0.404 2.172 1.632 0.38
H -1.379 0.776 1.190 0.22

***

No. 3
95
Properties=species:S:1:pos:R:3:mulliken_charge:R:1 method="wB97M-V/def2-TZVPD" e_tot_ev=-72806.930 charge=-1 homo_energy_ev=-3.57
C 2.563 3.997 3.027 -0.51
C 4.091 4.230 3.406 -0.74
C 5.039 3.859 2.169 -0.67
C 5.087 2.252 2.046 -0.56
C 4.318 1.802 0.748 -0.54
C 4.321 0.203 0.515 0.17
C 3.919 -0.463 1.889 -0.04
C 3.367 -1.935 1.775 -0.94
C 2.002 -2.065 0.970 0.59
C 0.710 -2.250 1.864 -1.35
P 0.273 -0.807 3.034 1.01
F -0.183 0.428 4.199 -0.51
C 0.359 0.519 1.662 0.30
C -0.641 1.734 1.836 -1.03
H 2.328 4.728 2.191 0.25
H 1.889 4.245 3.889 0.40
H 2.343 2.960 2.663 -0.15
H 4.294 5.278 3.758 0.35
H 4.295 3.560 4.297 0.31
H 4.714 4.351 1.217 0.41
H 6.083 4.161 2.489 0.27
H 6.151 1.862 2.091 0.44
H 4.609 1.883 3.004 0.24
H 3.259 2.202 0.728 -0.03
H 4.828 2.251 -0.164 0.44
H 5.333 -0.084 0.122 0.53
H 3.568 0.010 -0.309 -0.48
H 3.246 0.253 2.427 -0.19
H 4.872 -0.514 2.508 0.34
H 3.305 -2.430 2.792 0.33
H 4.147 -2.532 1.204 0.42
H 1.931 -1.233 0.211 -0.58
H 2.103 -3.017 0.352 0.36
H -0.211 -2.487 1.239 0.28
H 0.872 -3.176 2.501 0.46
H 1.648 -0.604 3.458 -0.09
H 0.164 -1.773 4.134 0.00
H -1.156 -0.980 2.768 -0.67
H 1.411 0.904 1.453 -0.61
H 0.051 -0.001 0.694 0.24
H -1.727 1.412 1.870 0.09
H -0.375 2.430 2.679 0.18
H -0.553 2.365 0.888 0.34
O 0.246 -0.171 -5.749 -0.76
P 1.683 -0.178 -5.232 1.13
O 1.828 1.427 -4.859 -0.37
C 1.175 1.901 -3.689 -0.71
C 1.859 1.408 -2.427 -0.45
O 2.450 -0.180 -6.704 -0.37
C 1.764 -0.582 -7.883 -0.34
C 1.132 0.609 -8.584 -1.06
O 3.227 -0.457 -4.550 -0.29
C 3.390 -1.716 -3.882 -0.16
C 3.147 -2.895 -4.806 -1.18
H 0.120 1.606 -3.700 0.30
H 1.210 2.992 -3.721 0.37
H 1.713 0.331 -2.301 -0.13
H 1.452 1.906 -1.544 0.44
H 2.936 1.588 -2.469 0.30
H 1.024 -1.353 -7.659 0.33
H 2.501 -1.042 -8.548 0.37
H 0.565 1.238 -7.896 0.29
H 0.465 0.277 -9.382 0.34
H 1.905 1.245 -9.020 0.28
H 2.713 -1.758 -3.023 0.26
H 4.412 -1.749 -3.499 0.36
H 2.106 -2.923 -5.148 0.32
H 3.358 -3.835 -4.292 0.43
H 3.777 -2.825 -5.695 0.27
O -7.118 -0.625 3.379 -0.75
P -6.431 -1.162 2.124 1.01
O -6.704 -2.780 2.362 -0.36
C -8.010 -3.282 2.137 -0.34
C -8.359 -3.315 0.658 -0.93
O -4.869 -1.072 2.657 -0.27
C -4.512 -0.232 3.755 -0.09
C -4.566 -0.996 5.066 -1.22
O -5.766 -1.524 0.587 -0.28
C -6.008 -0.551 -0.434 -0.28
C -5.450 0.814 -0.072 -1.03
H -8.743 -2.688 2.695 0.27
H -8.036 -4.297 2.539 0.33
H -8.480 -2.302 0.264 0.18
H -9.296 -3.853 0.492 0.41
H -7.567 -3.796 0.082 0.24
H -5.142 0.659 3.783 0.37
H -3.489 0.114 3.583 0.15
H -5.496 -1.558 5.179 0.32
H -4.467 -0.315 5.913 0.37
H -3.755 -1.725 5.111 0.29
H -7.085 -0.485 -0.622 0.25
H -5.533 -0.914 -1.348 0.38
H -5.960 1.233 0.803 0.32
H -5.577 1.513 -0.902 0.42
H -4.390 0.745 0.176 0.20

***

No. 4
13
Properties=species:S:1:pos:R:3:mulliken_charge:R:1 method="wB97M-V/def2-TZVPD" e_tot_ev=-76347.546 homo_energy_ev=-9.23 e_above_lowest_kj_mol=355.0
C -1.574 1.466 -0.067 0.16
C 0.644 -1.266 -0.932 -0.66
C 0.694 0.431 0.948 -1.18
C -0.334 -0.111 -0.069 -0.15
O -1.467 2.486 -0.626 -0.37
Br -0.206 -2.386 -2.240 -0.17
H -2.067 1.046 0.835 0.31
H 1.307 -1.831 -0.161 0.35
H 0.885 -0.416 1.633 0.32
H 0.145 1.198 1.380 0.50
H 1.563 0.718 0.421 0.29
H -1.012 -0.680 0.445 0.29
H 1.422 -0.655 -1.567 0.32